Entry 1:
{
  "formula": "C31H27IN7O3Pd",
  "method": "the ωB97M-V functional and the def2-TZVPD basis",
  "symbols": ["Pd", "C", "C", "N", "C", "C", "C", "O", "C", "C", "N", "C", "C", "C", "C", "C", "C", "I", "C", "O", "H", "H", "H", "H", "H", "H", "H", "H", "H", "H", "H", "H", "N", "C", "O", "C", "C", "C", "C", "N", "C", "H", "H", "H", "H", "H", "H", "C", "C", "N", "C", "C", "C", "C", "C", "C", "C", "C", "N", "C", "N", "H", "H", "H", "H", "H", "H", "H", "H", "H"],
  "positions_angstrom": [[0.8338, -0.0005, 0.2458], [5.4094, -0.9088, 0.2018], [4.9947, 0.4654, 0.6241], [5.8952, 1.2752, 1.1206], [5.5340, 2.5161, 1.5102], [4.2657, 3.0117, 1.3980], [3.9570, 4.4159, 1.8456], [2.8701, 4.4774, 2.7643], [3.2641, 2.1552, 0.8670], [1.9266, 2.6492, 0.7137], [0.8634, 1.9547, 0.4597], [-0.3742, 2.6800, 0.4085], [-0.5275, 3.7691, -0.4336], [-1.7174, 4.4856, -0.4366], [-2.7481, 4.1176, 0.4092], [-2.6054, 3.0207, 1.2522], [-1.4252, 2.2972, 1.2336], [-1.2511, 0.6482, 2.5029], [3.6236, 0.8549, 0.4911], [2.8038, -0.0188, -0.0230], [6.4944, -0.9663, 0.1924], [5.0131, -1.1505, -0.7850], [5.0204, -1.6589, 0.8945], [6.3270, 3.1232, 1.9318], [3.6620, 5.0403, 0.9995], [4.8599, 4.8622, 2.2676], [3.1641, 4.1286, 3.6123], [1.7724, 3.7126, 0.8608], [0.2870, 4.0498, -1.0906], [-1.8283, 5.3352, -1.0966], [-3.6694, 4.6846, 0.4244], [-3.4010, 2.7332, 1.9286], [1.3605, -3.9831, -3.6086], [0.9157, -4.6889, -2.5326], [0.4129, -5.7870, -2.6093], [1.0343, -4.0042, -1.1980], [1.1554, -4.7831, -0.0527], [1.2364, -4.1566, 1.1767], [1.1510, -2.7767, 1.2299], [0.9891, -2.0318, 0.1340], [0.9536, -2.6328, -1.0604], [1.3683, -4.4770, -4.4875], [2.0403, -3.2515, -3.4904], [1.1828, -5.8605, -0.1488], [1.3530, -4.7202, 2.0909], [1.2001, -2.2407, 2.1685], [0.8241, -1.9850, -1.9191], [-1.7521, -0.0363, -3.1246], [-0.9625, 0.3961, -2.0782], [-1.0096, -0.1722, -0.8661], [-1.8864, -1.1581, -0.6606], [-2.7359, -1.6497, -1.6511], [-2.6325, -1.0866, -2.9164], [-3.6598, -2.7638, -1.3209], [-4.4971, -2.7468, -0.2871], [-4.7457, -1.5705, 0.5803], [-5.0598, -0.3309, 0.0354], [-5.3057, 0.6975, 0.9228], [-5.2357, 0.5319, 2.2429], [-4.9448, -0.6966, 2.6565], [-4.7056, -1.7614, 1.8993], [-1.6664, 0.4402, -4.0908], [-0.2573, 1.2072, -2.2050], [-1.8985, -1.5990, 0.3288], [-3.2474, -1.4553, -3.7281], [-3.6030, -3.6483, -1.9450], [-5.0680, -3.6351, -0.0427], [-5.1290, -0.1830, -1.0327], [-5.5703, 1.6875, 0.5663], [-4.8988, -0.8475, 3.7293]],
  "total_charge": 1,
  "orbital_gap_ev": 7.464,
  "de_lowest_kcal_mol": 0.0
}

=====

Entry 2:
{
  "formula": "C31H27N4O4OsPS",
  "method": "the ωB97M-V functional and the def2-TZVPD basis",
  "symbols": ["Os", "N", "P", "C", "C", "C", "C", "C", "C", "C", "C", "C", "C", "C", "C", "C", "C", "C", "C", "C", "N", "H", "H", "H", "H", "H", "H", "H", "H", "H", "H", "H", "H", "H", "H", "H", "O", "C", "O", "C", "C", "C", "C", "C", "C", "S", "H", "H", "H", "H", "O", "C", "N", "C", "O", "C", "C", "C", "C", "N", "C", "H", "H", "H", "H", "H", "H", "H", "H"],
  "positions_angstrom": [[-0.1891, -0.3644, 0.8371], [-2.9173, -0.8845, -0.6240], [-1.2972, -0.7509, -1.1527], [-0.8495, -2.2667, -2.0112], [-1.8271, -3.1211, -2.5142], [-1.4585, -4.2435, -3.2399], [-0.1177, -4.5027, -3.4857], [0.8606, -3.6448, -3.0003], [0.4986, -2.5312, -2.2603], [-1.3227, 0.5385, -2.4051], [-2.4004, 1.4135, -2.5368], [-2.3668, 2.4151, -3.4935], [-1.2522, 2.5615, -4.3071], [-0.1768, 1.6924, -4.1809], [-0.2127, 0.6765, -3.2404], [-3.1862, -0.7670, 0.7114], [-4.4688, -0.8890, 1.2483], [-4.6442, -0.7184, 2.6004], [-3.5460, -0.4321, 3.4194], [-2.3114, -0.3443, 2.8421], [-2.1283, -0.5030, 1.5047], [-3.6990, -1.0484, -1.2424], [-2.8793, -2.9343, -2.3406], [-2.2194, -4.9127, -3.6165], [0.1657, -5.3724, -4.0624], [1.9049, -3.8414, -3.2004], [1.2722, -1.8658, -1.8915], [-3.2787, 1.3130, -1.9109], [-3.2130, 3.0790, -3.6066], [-1.2242, 3.3490, -5.0477], [0.6866, 1.7988, -4.8226], [0.6222, -0.0096, -3.1728], [-5.2995, -1.1162, 0.5955], [-5.6324, -0.8116, 3.0303], [-3.6508, -0.2930, 4.4844], [-1.4133, -0.1409, 3.4122], [2.8400, 0.1854, 3.5951], [2.2814, -0.4346, 2.7230], [1.4191, 0.1675, 1.9242], [2.5934, -1.8904, 2.5188], [3.7306, -2.3685, 3.1435], [4.1188, -3.6997, 3.0082], [3.3609, -4.5866, 2.2592], [2.2109, -4.1345, 1.6398], [1.8209, -2.7912, 1.7626], [0.3274, -2.4656, 0.9542], [4.3156, -1.6810, 3.7383], [5.0231, -4.0399, 3.4939], [3.6611, -5.6202, 2.1608], [1.5953, -4.8127, 1.0630], [3.5994, 2.4703, 1.8666], [3.1648, 3.7811, 2.1605], [3.1911, 4.5679, 0.9618], [2.2856, 4.5236, -0.0464], [2.4214, 5.0944, -1.1046], [0.9806, 3.7864, 0.1784], [-0.2113, 4.4800, 0.0058], [-1.4116, 3.7904, 0.0773], [-1.3819, 2.4278, 0.2701], [-0.2347, 1.7463, 0.4283], [0.9304, 2.4228, 0.3944], [3.5251, 1.9120, 2.6576], [3.8271, 4.2612, 2.8831], [2.1493, 3.7781, 2.5713], [4.0477, 5.0479, 0.7229], [-0.1892, 5.5438, -0.1923], [-2.3595, 4.2975, -0.0277], [-2.2970, 1.8515, 0.3210], [1.8359, 1.8616, 0.5681]],
  "total_charge": 2,
  "orbital_gap_ev": [5.665, 6.167],
  "de_lowest_kcal_mol": 0.0
}

=====

Entry 3:
{
  "formula": "C31H28AsCl4F8O6",
  "method": "the ωB97M-V functional and the def2-TZVPD basis",
  "symbols": ["As", "F", "F", "F", "F", "F", "F", "F", "C", "C", "C", "C", "C", "C", "H", "H", "H", "H", "H", "F", "C", "C", "C", "C", "C", "C", "H", "H", "H", "H", "H", "C", "C", "C", "C", "C", "C", "O", "O", "H", "H", "H", "H", "H", "H", "C", "C", "C", "C", "C", "C", "O", "O", "H", "H", "H", "H", "H", "H", "C", "C", "C", "C", "C", "C", "O", "O", "H", "H", "H", "H", "H", "H", "C", "Cl", "Cl", "Cl", "Cl"],
  "positions_angstrom": [[1.0697, -0.6267, 0.3382], [0.7017, -2.3806, 0.7413], [2.8574, -0.8676, 0.6499], [1.5043, 1.0985, -0.2088], [-0.6651, -0.4251, -0.0669], [0.7998, -0.0907, 1.9971], [1.4891, -1.0394, -1.3605], [-2.9580, 4.0572, 0.2777], [-2.9148, 3.2189, 1.3131], [-2.5211, 1.8965, 1.1435], [-2.5267, 0.9276, 2.1155], [-2.9528, 1.2730, 3.3644], [-3.3965, 2.6021, 3.5840], [-3.3665, 3.5940, 2.5642], [-2.1994, 1.5003, 0.1917], [-2.2056, -0.0860, 1.9263], [-3.0834, 0.4899, 4.0967], [-3.6834, 3.0129, 4.5407], [-3.7634, 4.5951, 2.6454], [1.2110, -5.1472, 5.5198], [0.4027, -5.6113, 4.5019], [-0.5249, -6.5904, 4.7427], [-1.3063, -7.0772, 3.6890], [-1.1769, -6.5557, 2.4260], [-0.1641, -5.6014, 2.2215], [0.6135, -5.0853, 3.2498], [-0.5906, -6.9220, 5.7684], [-1.9318, -7.9459, 3.8325], [-1.8532, -6.9225, 1.6682], [0.0431, -5.2663, 1.2159], [1.2392, -4.2749, 2.9060], [0.0147, 5.3514, -4.1097], [0.7235, 4.3314, -4.6848], [0.5910, 3.0131, -4.1605], [-0.1624, 2.7880, -3.0190], [-0.8030, 3.8203, -2.4086], [-0.6302, 5.0985, -2.8902], [-0.9631, 6.1390, -2.0927], [1.1555, 1.9668, -4.7205], [0.0396, 6.3651, -4.4814], [1.3533, 4.5431, -5.5363], [-0.1652, 1.7921, -2.6013], [-1.3710, 3.6747, -1.5016], [-1.3630, 5.7181, -1.3281], [1.2235, 1.8951, -5.6754], [-3.0642, -3.6837, -1.1299], [-1.7257, -3.4097, -0.9250], [-0.7325, -4.3419, -1.3206], [-1.1515, -5.5235, -1.9048], [-2.4884, -5.6564, -2.2413], [-3.5014, -4.7654, -1.8523], [-4.7745, -5.0079, -2.0546], [0.5552, -4.2529, -0.9994], [-3.8045, -3.0149, -0.7165], [-1.4343, -2.5876, -0.2880], [-0.4566, -6.2632, -2.2742], [-2.8517, -6.5392, -2.7464], [-5.3932, -4.3889, -1.6602], [0.4595, -3.4027, -0.5640], [5.1569, 4.9040, -2.4208], [4.8011, 3.5691, -2.5513], [3.5530, 3.0657, -2.0737], [2.6512, 3.9404, -1.5048], [2.9922, 5.3097, -1.4655], [4.1931, 5.7946, -1.9756], [4.4837, 7.2122, -1.9625], [3.3293, 1.6862, -2.0939], [6.1568, 5.1647, -2.7349], [5.4559, 2.8776, -3.0606], [1.7543, 3.5065, -1.0881], [2.3213, 5.9907, -0.9630], [3.8329, 7.6491, -1.4083], [2.5095, 1.5006, -1.6302], [1.8880, -1.1154, 5.0374], [2.1251, -2.4224, 6.2353], [2.8360, -1.4673, 3.6234], [0.1865, -1.0688, 4.5477], [2.3468, 0.4941, 5.7816]],
  "total_charge": -1,
  "orbital_gap_ev": 7.812
}

=====

Entry 4:
{
  "formula": "C31H28BF7O3",
  "method": "the ωB97M-V functional and the def2-TZVPD basis",
  "symbols": ["F", "C", "C", "C", "F", "C", "C", "C", "C", "C", "C", "F", "C", "C", "F", "C", "C", "H", "H", "H", "H", "H", "H", "H", "C", "C", "C", "C", "C", "B", "C", "C", "C", "C", "C", "F", "F", "F", "C", "C", "O", "C", "C", "C", "C", "C", "C", "O", "O", "H", "H", "H", "H", "H", "H", "H", "H", "H", "H", "H", "H", "H", "H", "H", "H", "H", "H", "H", "H", "H"],
  "positions_angstrom": [[0.9452, 1.5844, -5.7263], [1.0997, 2.3171, -4.5665], [2.2745, 3.0523, -4.4121], [2.3758, 3.7780, -3.2211], [3.4542, 4.6251, -3.0854], [1.4361, 3.7157, -2.2075], [0.2597, 2.9112, -2.3527], [-0.6508, 2.8078, -1.2441], [-2.0925, 2.8118, -1.3332], [-2.8257, 3.6637, -0.4490], [-4.2124, 3.6688, -0.4593], [-4.8808, 4.5433, 0.3688], [-4.9759, 2.8508, -1.2918], [-4.2591, 2.0406, -2.1621], [-4.9646, 1.1782, -2.9785], [-2.8673, 2.0390, -2.2533], [0.0784, 2.2844, -3.6239], [3.0408, 3.0778, -5.1784], [1.5398, 4.3447, -1.3227], [-0.2365, 3.1002, -0.2675], [-2.2793, 4.3733, 0.1706], [-6.0648, 2.8579, -1.2760], [-2.4107, 1.4613, -3.0538], [-0.8620, 1.8113, -3.8940], [0.4214, -5.2433, 4.5196], [0.9018, -4.6231, 3.2976], [1.7922, -5.0113, 2.3371], [1.8292, -3.9639, 1.3663], [0.9673, -2.9848, 1.7860], [0.4396, -1.6538, 1.0158], [1.5715, -0.6105, 1.6300], [2.6820, -0.2373, 0.8821], [3.6048, 0.6830, 1.4033], [3.3896, 1.2158, 2.6623], [4.3086, 2.2705, 3.2253], [3.6191, 3.4333, 3.4742], [4.8657, 1.8765, 4.4168], [5.3336, 2.5829, 2.3846], [2.2929, 0.8294, 3.4340], [1.3845, -0.0879, 2.8981], [0.6342, -1.9688, -0.3768], [-0.5529, -1.4935, -0.9780], [-0.3463, -0.0360, -1.3296], [-0.8182, -2.2549, -2.2610], [-1.6608, -1.6749, 0.1984], [-2.8669, -0.7454, 0.1325], [-2.1351, -3.1296, 0.2596], [-0.9190, -1.3510, 1.3735], [0.4000, -3.3948, 2.9655], [0.9247, -6.2085, 4.6418], [0.6496, -4.6193, 5.3956], [-0.6634, -5.4209, 4.4753], [2.3551, -5.9373, 2.3028], [2.4312, -3.9524, 0.4615], [2.8747, -0.6702, -0.1005], [4.4776, 0.9738, 0.8207], [2.1474, 1.2357, 4.4272], [0.5364, -0.4112, 3.5039], [-1.1784, 0.3523, -1.9266], [-0.2387, 0.5965, -0.4343], [0.5691, 0.0773, -1.9270], [-1.7382, -1.8924, -2.7374], [0.0161, -2.0810, -2.9502], [-0.9051, -3.3282, -2.0706], [-3.4166, -0.8734, -0.8095], [-3.5493, -0.9829, 0.9592], [-2.5651, 0.3019, 0.2371], [-2.8485, -3.3356, -0.5518], [-1.2948, -3.8337, 0.1713], [-2.6448, -3.3157, 1.2143]],
  "orbital_gap_ev": 2.098,
  "de_lowest_kcal_mol": 113.9
}

=====

Entry 5:
{
  "formula": "C31H28ClNOPRuS",
  "method": "the ωB97M-V functional and the def2-TZVPD basis",
  "symbols": ["Ru", "Cl", "C", "O", "P", "C", "C", "C", "C", "C", "C", "C", "C", "H", "H", "H", "H", "H", "C", "C", "C", "C", "C", "H", "H", "H", "H", "H", "C", "C", "C", "C", "C", "H", "H", "H", "H", "H", "H", "H", "N", "S", "C", "C", "C", "C", "C", "C", "C", "C", "C", "C", "C", "C", "H", "H", "H", "H", "H", "H", "H", "H", "H", "H", "H"],
  "positions_angstrom": [[0.1388, 0.3493, -0.3235], [-1.0088, 2.3639, -0.4843], [0.4850, -1.2713, 0.4158], [0.7593, -2.1562, 1.0891], [-1.3262, -0.9331, -1.4405], [-0.6404, -1.3283, -3.0916], [-1.9119, -2.6254, -0.9728], [-2.8738, -0.0203, -1.6279], [-3.2610, -2.8905, -0.6800], [-3.6881, -4.1995, -0.4158], [-2.7642, -5.2442, -0.4010], [-1.4206, -4.9935, -0.6777], [-1.0030, -3.6975, -0.9829], [-3.9890, -2.0721, -0.6688], [-4.7453, -4.3898, -0.2206], [-3.0868, -6.2504, -0.1572], [-0.6895, -5.7990, -0.6579], [0.0392, -3.5153, -1.2594], [0.4490, -0.5692, -3.5082], [0.9620, -0.6813, -4.7931], [0.4416, -1.6571, -5.6399], [-0.5906, -2.4976, -5.2004], [-1.1482, -2.3425, -3.9242], [0.9092, 0.1111, -2.7901], [1.7618, -0.0050, -5.0903], [0.8644, -1.7602, -6.6379], [-0.9699, -3.2798, -5.8556], [-1.9498, -3.0115, -3.5775], [-3.4675, 0.0899, -2.8881], [-4.6900, 0.7597, -3.0016], [-5.2764, 1.3514, -1.8842], [-4.6453, 1.2982, -0.6421], [-3.4436, 0.6131, -0.5109], [-2.9705, -0.3386, -3.7653], [-5.1760, 0.8111, -3.9748], [-6.2236, 1.8713, -1.9740], [-5.0622, 1.7905, 0.2330], [-2.8960, 0.6248, 0.4345], [1.6437, 1.3372, -1.7331], [0.9514, 1.5200, -1.3058], [0.8333, 0.9557, 1.4892], [1.5373, 2.4278, 1.9068], [1.4559, 2.4160, 3.7169], [2.1666, 1.5600, 4.5641], [2.0698, 1.7402, 5.9490], [1.2825, 2.7685, 6.4779], [0.5778, 3.6188, 5.6204], [0.6412, 3.4276, 4.2430], [3.2883, 2.0769, 1.6379], [4.1915, 2.8781, 2.3464], [5.5599, 2.6432, 2.2408], [6.0207, 1.6010, 1.4295], [5.1255, 0.8360, 0.6789], [3.7523, 1.0990, 0.7523], [0.6182, 0.4092, 2.3230], [2.8019, 0.7754, 4.1489], [2.6209, 1.0807, 6.6176], [1.2211, 2.9093, 7.5616], [-0.0224, 4.4314, 6.0207], [0.0815, 4.0708, 3.5589], [3.8150, 3.6772, 2.9894], [6.2592, 3.2695, 2.7879], [7.0898, 1.3825, 1.3789], [5.4795, 0.0391, 0.0223], [3.0457, 0.5436, 0.1245]],
  "total_charge": 2,
  "spin_multiplicity": 6,
  "orbital_gap_ev": [4.598, 4.986],
  "s2": 8.81
}

=====

Entry 6:
{
  "formula": "C31H28IN6O3S5Ti",
  "method": "the ωB97M-V functional and the def2-TZVPD basis",
  "symbols": ["Ti", "S", "C", "C", "C", "C", "C", "C", "S", "C", "C", "C", "C", "C", "C", "C", "S", "C", "C", "C", "C", "C", "C", "S", "N", "H", "H", "H", "H", "H", "H", "H", "H", "H", "H", "H", "H", "H", "H", "H", "N", "C", "C", "C", "C", "C", "C", "S", "O", "O", "N", "C", "N", "C", "C", "C", "N", "H", "H", "H", "H", "H", "H", "H", "H", "H", "N", "C", "O", "C", "I", "H", "H", "H", "H"],
  "positions_angstrom": [[-0.3129, 0.2182, -0.1251], [0.5210, -0.4511, 3.6760], [-0.0377, 1.2357, 3.5956], [-0.7849, 1.6120, 4.7086], [-1.1501, 2.9373, 4.8973], [-0.7898, 3.8947, 3.9583], [-0.0572, 3.5261, 2.8359], [0.3239, 2.2052, 2.6512], [1.3170, 1.6437, 1.3007], [1.2365, 2.9670, 0.0573], [-0.1756, 3.2330, -0.3540], [-0.6266, 4.5047, -0.4411], [-1.9866, 4.7311, -0.8206], [-2.7854, 3.6777, -1.0570], [-2.2994, 2.3141, -0.9489], [-3.1528, 1.2729, -1.1428], [-1.2842, -1.8833, -0.6045], [-1.3890, -2.8351, 0.8755], [-2.2862, -3.8992, 0.9477], [-2.3032, -4.7223, 2.0604], [-1.4151, -4.5074, 3.1067], [-0.5100, -3.4618, 3.0388], [-0.5173, -2.6179, 1.9355], [0.6970, -1.3210, 1.7760], [-0.9554, 2.1225, -0.6007], [-1.0763, 0.8599, 5.4309], [-1.7191, 3.2169, 5.7736], [-1.0694, 4.9301, 4.0973], [0.2234, 4.2764, 2.1130], [1.8519, 2.5601, -0.7508], [1.7310, 3.8613, 0.4305], [0.0415, 5.3293, -0.2372], [-2.3622, 5.7417, -0.9100], [-3.8207, 3.8063, -1.3425], [-2.8419, 0.2374, -1.1002], [-4.1751, 1.4714, -1.4309], [-2.9631, -4.0789, 0.1220], [-3.0087, -5.5411, 2.1081], [-1.4154, -5.1622, 3.9674], [0.2014, -3.3086, 3.8402], [5.3572, -4.6974, -3.8956], [4.8637, -3.6305, -3.1870], [4.1285, -3.8392, -2.0110], [3.6061, -2.7693, -1.3192], [3.7962, -1.4776, -1.7999], [4.5170, -1.2525, -2.9660], [5.0520, -2.3215, -3.6510], [3.1458, -0.1429, -0.8956], [3.3057, -0.4073, 0.5060], [3.6127, 1.1000, -1.4409], [1.4917, -0.2070, -1.1211], [0.9609, -0.0965, -2.3752], [-0.3791, 0.0212, -2.2757], [-1.1005, 0.1454, -3.3869], [-0.4758, 0.1415, -4.6169], [0.9084, 0.0218, -4.6171], [1.6378, -0.0869, -3.5124], [5.4342, -5.5807, -3.4220], [6.0809, -4.5181, -4.5699], [3.9836, -4.8474, -1.6437], [3.0605, -2.9265, -0.3974], [4.6491, -0.2405, -3.3212], [5.6220, -2.1542, -4.5563], [-2.1703, 0.2457, -3.2691], [-1.0395, 0.2279, -5.5322], [1.4621, 0.0155, -5.5493], [-3.1489, 1.8115, 2.2953], [-2.8194, 0.6878, 1.6809], [-1.6272, 0.4909, 1.3455], [-3.8666, -0.3574, 1.5114], [-3.9812, -1.4093, 3.3740], [-2.4460, 2.5175, 2.4705], [-4.0791, 1.9523, 2.6517], [-3.5707, -1.0747, 0.7534], [-4.8451, 0.0615, 1.3053]],
  "total_charge": 1,
  "orbital_gap_ev": 6.124,
  "de_lowest_kcal_mol": 40.4
}

=====

Computed values of maximum force (unit: eV/A) for the preceding records, in sequence: 1.1, 0.9, 3.6, 3.3, 5.3, 0.5.